ORCA calculation (the ωB97M-V functional and the def2-TZVPD basis) on C4H6O2 as an isolated structure in a non-equilibrium geometry.

Summary:
Spin multiplicity = 1
Energy relative to the best compared isomer or geometry (same formula, charge and spin) = 63.43 kcal/mol
Frontier orbital gap = 9.736 eV
Molar mass = 86.090 g/mol
Total energy = -8337.711 eV

Geometry (Å):
C: -1.044 -0.203 0.920
C: 0.378 -0.379 0.509
O: 1.020 -1.421 0.576
C: 0.955 0.817 -0.078
C: 0.356 -0.165 -1.519
O: -0.719 0.109 -1.957
H: -1.673 0.162 0.096
H: -1.052 0.562 1.703
H: -1.360 -1.170 1.282
H: 0.343 1.716 -0.157
H: 1.909 1.061 0.453
H: 0.887 -1.091 -1.826

natural (NBO) population analysis, charges in e, atoms 1 to 5: atom 1 (C): -0.72, atom 2 (C): 0.50, atom 3 (O): -0.56, atom 4 (C): -0.55, atom 5 (C): 0.45